1.
The following is a quantum chemistry calculation of the molecule C5H14O2Si2, from the OMol25 dataset.

Element x y z (Å)
C  -0.72  2.99  -0.15
C  0.38  2.23  -0.43
Si  0.54  0.51  0.25
O  0.37  0.51  1.84
O  1.91  -0.27  -0.17
Si  3.35  -0.81  -0.43
C  -1.02  -0.89  -0.43
C  -2.42  -0.25  -0.40
C  -0.92  -2.24  0.33
H  -0.83  4.04  -0.31
H  -1.39  2.61  0.65
H  1.02  2.57  -1.20
H  0.25  1.24  2.42
H  3.73  -0.31  -1.77
H  4.08  -0.29  0.75
H  3.41  -2.48  -0.32
H  -0.87  -1.00  -1.43
H  -2.70  -0.28  0.69
H  -2.42  0.76  -0.78
H  -3.20  -1.02  -0.82
H  -1.70  -2.93  0.04
H  -0.93  -2.00  1.44
H  0.07  -2.71  0.22

Molecular weight (g/mol): 162.3
Electronic energy (eV): -25263.510
HOMO energy (eV): -8.862
Energy above the lowest of the compared OMol25 structures with the same formula, charge and spin (eV): 0.000

***

2.
The following is a quantum chemistry calculation of a cluster of 2 separate species, C5H12 in total, from the OMol25 dataset.

Element x y z (Å)
C  -2.05  0.59  1.24
C  -1.06  -0.28  0.99
C  -1.26  -1.75  0.86
H  -2.41  1.26  2.01
H  -2.97  0.16  0.80
H  -0.05  0.11  1.13
H  -2.05  -2.16  0.24
H  -0.32  -2.21  0.52
H  -1.23  -2.14  1.87
C  2.22  1.17  -0.82
C  1.10  0.44  -1.53
H  3.02  0.54  -0.46
H  1.91  1.85  -0.03
H  2.71  1.89  -1.48
H  1.11  -0.62  -1.30
H  0.06  0.72  -1.44
H  1.28  0.42  -2.61

Molecular weight (g/mol): 72.2
Electronic energy (eV): -5377.189
HOMO energy (eV): -8.974
Energy above the lowest of the compared OMol25 structures with the same formula, charge and spin (eV): 2.751

***

3.
The following is a quantum chemistry calculation of a structure of composition C19H39BrCsN4O7P3S, from the OMol25 dataset.

Element x y z (Å)
Cs  -0.40  0.88  -0.61
O  -5.25  0.53  1.02
P  -3.90  0.93  0.22
O  -4.23  1.84  -0.90
O  -2.85  1.32  1.22
O  -3.47  -0.51  -0.42
P  -2.93  -1.88  0.27
O  -3.81  -1.90  1.67
O  -3.38  -3.04  -0.54
O  -1.50  -1.69  0.64
H  -5.02  -0.19  1.63
H  -4.44  -2.62  1.56
C  -1.00  2.83  3.30
N  -0.06  1.88  3.86
C  -0.07  0.55  3.66
N  -1.01  0.05  2.87
S  1.10  -0.42  4.44
H  -0.59  3.83  3.42
H  -1.97  2.78  3.80
H  -1.19  2.65  2.24
H  0.68  2.20  4.46
H  -1.71  0.62  2.38
H  -1.00  -0.92  2.60
Br  4.90  -0.93  -2.32
C  3.54  -1.27  -1.01
C  3.81  -0.95  0.31
C  2.82  -1.21  1.24
C  1.63  -1.78  0.81
C  1.47  -2.04  -0.54
N  2.42  -1.79  -1.45
H  4.75  -0.49  0.59
H  2.95  -0.95  2.28
H  0.82  -1.98  1.49
H  0.53  -2.43  -0.91
C  2.59  5.00  -2.80
C  3.72  4.31  -2.02
C  4.07  3.06  -2.84
C  4.93  5.25  -1.98
P  2.98  3.67  -0.35
N  2.07  2.46  -0.53
C  4.50  3.30  0.79
C  5.45  2.40  0.00
C  3.97  2.43  1.94
C  5.30  4.47  1.37
C  2.10  5.20  0.44
C  0.70  5.29  -0.19
C  2.77  6.57  0.36
C  1.85  4.86  1.92
H  2.91  5.14  -3.84
H  2.36  5.99  -2.40
H  1.69  4.39  -2.79
H  4.20  3.34  -3.89
H  3.26  2.33  -2.76
H  4.98  2.57  -2.51
H  5.17  5.55  -3.01
H  5.81  4.77  -1.57
H  4.74  6.16  -1.41
H  4.90  1.61  -0.50
H  6.17  1.94  0.69
H  6.03  2.95  -0.74
H  3.26  1.69  1.54
H  3.45  3.00  2.71
H  4.80  1.91  2.42
H  5.70  5.13  0.59
H  6.16  4.07  1.92
H  4.72  5.07  2.07
H  0.72  5.74  -1.18
H  0.06  5.91  0.44
H  0.26  4.30  -0.28
H  2.84  6.94  -0.66
H  3.78  6.57  0.79
H  2.17  7.30  0.93
H  1.44  3.86  2.02
H  1.12  5.58  2.33
H  2.75  4.94  2.53

Molecular weight (g/mol): 773.3
Electronic energy (eV): -149932.533
HOMO energy (eV): -2.035
Charge: -2

***

4.
The following is a quantum chemistry calculation of the molecule C4H3ClF4O, from the OMol25 dataset.

Element x y z (Å)
C  -0.64  0.42  1.35
C  -0.32  0.97  -0.04
F  0.97  1.54  -0.13
F  -1.06  1.88  -0.66
C  -0.19  -0.34  -0.92
F  -0.21  -0.14  -2.22
F  -1.25  -1.14  -0.65
C  1.21  -1.17  -0.52
O  1.29  -1.72  0.51
Cl  2.32  -1.17  -1.84
H  0.14  -0.15  1.74
H  -1.41  -0.27  1.43
H  -0.86  1.29  1.95

Molecular weight (g/mol): 178.5
Electronic energy (eV): -29635.887
HOMO energy (eV): -11.088
Energy above the lowest of the compared OMol25 structures with the same formula, charge and spin (eV): 0.000

***

5.
The following is a quantum chemistry calculation of the molecule C4H6N2S, from the OMol25 dataset.

Element x y z (Å)
N  2.88  -0.46  -0.11
C  1.52  -0.24  -0.03
C  0.38  -0.96  0.09
C  -0.67  -0.02  0.11
S  -2.48  -0.28  -0.12
C  -0.16  1.25  0.00
N  1.18  1.08  -0.08
H  2.82  -1.42  -0.67
H  3.34  -0.59  0.91
H  0.36  -2.02  0.44
H  -2.76  0.10  1.24
H  -0.76  2.21  -0.06
H  1.91  1.73  0.38

Molecular weight (g/mol): 114.2
Electronic energy (eV): -18059.103
HOMO energy (eV): -8.118
Energy above the lowest of the compared OMol25 structures with the same formula, charge and spin (eV): 1.870

***

Repeat the third record exactly.
The following is a quantum chemistry calculation of a structure of composition C19H39BrCsN4O7P3S, from the OMol25 dataset.

Element x y z (Å)
Cs  -0.40  0.88  -0.61
O  -5.25  0.53  1.02
P  -3.90  0.93  0.22
O  -4.23  1.84  -0.90
O  -2.85  1.32  1.22
O  -3.47  -0.51  -0.42
P  -2.93  -1.88  0.27
O  -3.81  -1.90  1.67
O  -3.38  -3.04  -0.54
O  -1.50  -1.69  0.64
H  -5.02  -0.19  1.63
H  -4.44  -2.62  1.56
C  -1.00  2.83  3.30
N  -0.06  1.88  3.86
C  -0.07  0.55  3.66
N  -1.01  0.05  2.87
S  1.10  -0.42  4.44
H  -0.59  3.83  3.42
H  -1.97  2.78  3.80
H  -1.19  2.65  2.24
H  0.68  2.20  4.46
H  -1.71  0.62  2.38
H  -1.00  -0.92  2.60
Br  4.90  -0.93  -2.32
C  3.54  -1.27  -1.01
C  3.81  -0.95  0.31
C  2.82  -1.21  1.24
C  1.63  -1.78  0.81
C  1.47  -2.04  -0.54
N  2.42  -1.79  -1.45
H  4.75  -0.49  0.59
H  2.95  -0.95  2.28
H  0.82  -1.98  1.49
H  0.53  -2.43  -0.91
C  2.59  5.00  -2.80
C  3.72  4.31  -2.02
C  4.07  3.06  -2.84
C  4.93  5.25  -1.98
P  2.98  3.67  -0.35
N  2.07  2.46  -0.53
C  4.50  3.30  0.79
C  5.45  2.40  0.00
C  3.97  2.43  1.94
C  5.30  4.47  1.37
C  2.10  5.20  0.44
C  0.70  5.29  -0.19
C  2.77  6.57  0.36
C  1.85  4.86  1.92
H  2.91  5.14  -3.84
H  2.36  5.99  -2.40
H  1.69  4.39  -2.79
H  4.20  3.34  -3.89
H  3.26  2.33  -2.76
H  4.98  2.57  -2.51
H  5.17  5.55  -3.01
H  5.81  4.77  -1.57
H  4.74  6.16  -1.41
H  4.90  1.61  -0.50
H  6.17  1.94  0.69
H  6.03  2.95  -0.74
H  3.26  1.69  1.54
H  3.45  3.00  2.71
H  4.80  1.91  2.42
H  5.70  5.13  0.59
H  6.16  4.07  1.92
H  4.72  5.07  2.07
H  0.72  5.74  -1.18
H  0.06  5.91  0.44
H  0.26  4.30  -0.28
H  2.84  6.94  -0.66
H  3.78  6.57  0.79
H  2.17  7.30  0.93
H  1.44  3.86  2.02
H  1.12  5.58  2.33
H  2.75  4.94  2.53

Molecular weight (g/mol): 773.3
Electronic energy (eV): -149932.533
HOMO energy (eV): -2.035
Charge: -2

***

> The lowest HOMO energy belongs to which entry?

C4H3ClF4O

***

> What is the HOMO energy in the second record?

-8.974 eV

***

What did the fourth record say?
The following is a quantum chemistry calculation of the molecule C4H3ClF4O, from the OMol25 dataset.

Element x y z (Å)
C  -0.64  0.42  1.35
C  -0.32  0.97  -0.04
F  0.97  1.54  -0.13
F  -1.06  1.88  -0.66
C  -0.19  -0.34  -0.92
F  -0.21  -0.14  -2.22
F  -1.25  -1.14  -0.65
C  1.21  -1.17  -0.52
O  1.29  -1.72  0.51
Cl  2.32  -1.17  -1.84
H  0.14  -0.15  1.74
H  -1.41  -0.27  1.43
H  -0.86  1.29  1.95

Molecular weight (g/mol): 178.5
Electronic energy (eV): -29635.887
HOMO energy (eV): -11.088
Energy above the lowest of the compared OMol25 structures with the same formula, charge and spin (eV): 0.000